Entry P
Formula: C2H5N2P
Source: the OMol25 dataset
Level of theory: ωB97M-V/def2-TZVPD

Output
SMILES = C1=NPNC1
LUMO level = 1.0212 eV
HOMO-LUMO gap = 9.429 eV

Positions of all 10 atoms, in Å:
C -0.2267 -1.2227 -0.0003
N 1.0090 -1.1752 0.1356
P 1.6534 0.3926 -0.0490
N 0.0901 1.1661 0.2238
C -0.9164 0.1713 -0.2545
H -0.9150 -2.1757 0.1702
H 2.2510 0.5476 1.1943
H 0.0676 2.1129 -0.2566
H -1.0289 0.1263 -1.3106
H -1.9839 0.0569 0.1471

=====

Entry Q
Formula: C2H5N2P
Source: the OMol25 dataset
Level of theory: ωB97M-V/def2-TZVPD

Output
SMILES = N#CCNP
LUMO level = 0.7311 eV
HOMO-LUMO gap = 10.474 eV

Positions of all 10 atoms, in Å:
N 3.3226 0.8128 -0.1638
C 2.3115 0.2982 -0.0190
C 1.0554 -0.3900 0.2358
N -0.0167 0.4531 0.7233
P -1.4737 0.8409 -0.0399
H 0.7310 -0.8926 -0.6835
H 1.2765 -1.1655 0.9889
H 0.2171 0.9774 1.5513
H -1.6737 -0.4130 -0.6479
H -1.0234 1.3829 -1.2660

=====

Stability summary: most stable entry Q, least stable entry P.

=====

Entry P
Formula: C5H7N3O2
Source: the OMol25 dataset
Level of theory: ωB97M-V/def2-TZVPD

Output
LUMO level (alpha / beta) = -1.0141 / -0.7750 eV
HOMO-LUMO gap (alpha / beta) = 7.858 / 7.614 eV

Positions of all 17 atoms, in Å:
C 0.2502 -1.3540 1.6318
C -0.1293 -1.5984 0.4078
C 0.9882 -0.0635 1.7948
C 0.0608 1.4334 0.1921
C -0.1862 0.5529 -0.9865
N 0.9027 1.0560 1.2589
N 0.7108 0.4894 -2.0448
N -1.5510 0.1079 -1.0776
O -2.2710 0.4314 -0.1660
O -1.8812 -0.5775 -2.0447
H 0.3420 -2.0771 2.4760
H -0.4895 -2.4852 -0.1922
H 1.7572 -0.0942 2.6896
H 0.1685 2.4354 -0.1351
H -0.9244 1.4739 0.6411
H 1.7199 0.3230 -1.6711
H 0.5322 -0.0535 -2.7742

=====

Entry Q
Formula: C5H7N3O2
Source: the OMol25 dataset
Level of theory: ωB97M-V/def2-TZVPD

Output
SMILES = [H]/N=C(\O)c1cn[nH]c1OC
LUMO level = 0.4730 eV
HOMO-LUMO gap = 9.511 eV

Positions of all 17 atoms, in Å:
H -1.3197 -1.7478 1.0054
N -1.5466 -0.7437 0.5477
C -0.3756 -0.3370 0.3109
O 0.5485 -1.4355 0.7415
C 0.1163 0.7275 -0.5430
C 0.5763 2.0167 -0.1580
N 0.8979 2.7560 -1.1999
N 0.6601 1.9741 -2.2761
C 0.2046 0.7528 -1.9388
O -0.0724 -0.2109 -2.7931
C 0.1724 0.0209 -4.1759
H 1.3659 -1.3615 0.2342
H 0.6204 2.4488 0.8405
H 0.8330 2.3408 -3.2036
H -0.1278 -0.8922 -4.6962
H -0.4319 0.8649 -4.5380
H 1.2409 0.2102 -4.3527

=====

Stability summary: most stable entry Q, least stable entry P.

=====

Entry P
Formula: C7H13NOS2
Source: the OMol25 dataset
Level of theory: ωB97M-V/def2-TZVPD

Output
SMILES = C=[S@](=O)(NC)[C@]1(C)CC=CS1
LUMO level = 0.7147 eV
HOMO-LUMO gap = 8.809 eV

Positions of all 24 atoms, in Å:
C -0.3235 -0.6847 -2.3220
S -0.4271 0.1652 -0.8330
O -1.8425 0.2452 -0.4135
N 0.1961 1.7809 -0.8813
C -0.1132 2.4345 -2.2058
C 0.5397 -0.2937 0.7392
C 2.0005 -0.5371 0.4677
C -0.0609 -1.7960 1.1892
C -0.9536 -1.5263 2.4152
C -1.0766 -0.2583 2.7845
S 0.1286 0.8928 2.1507
H -1.0480 -1.4677 -2.2344
H 0.7363 -0.6997 -2.5614
H -0.1876 2.1216 -0.0258
H 0.4441 2.1681 -3.0803
H -1.2084 2.2578 -2.3170
H -0.0428 3.4819 -2.1936
H 2.4283 0.1737 -0.2559
H 2.0984 -1.5663 0.1610
H 2.4039 -0.2716 1.3307
H 0.6137 -2.5048 1.4544
H -0.8095 -2.2065 0.3326
H -1.7020 -2.1515 2.8111
H -1.7938 0.2426 3.4877

=====

Entry Q
Formula: C7H13NOS2
Source: the OMol25 dataset
Level of theory: ωB97M-V/def2-TZVPD

Output
LUMO level = -0.3435 eV
HOMO-LUMO gap = 8.844 eV

Positions of all 24 atoms, in Å:
C -2.5194 -0.1282 2.5280
C -1.9468 -0.7166 -0.0711
C -0.4690 -1.0428 0.3468
C 0.5846 -1.7255 -0.5865
C 0.7920 -1.2090 -2.1105
C 0.9597 0.4352 -2.2090
C 2.9039 0.4438 -0.5087
H -2.7867 0.8411 3.2903
H -3.4994 -0.9682 2.5717
H -1.5283 -0.5713 2.7055
H -2.8725 -1.5139 -0.2419
H -2.1932 -0.1345 -1.0950
H 0.0242 -0.0281 0.7287
H -0.6155 -1.6792 1.2738
H 0.1040 -2.7763 -0.8296
H 1.5785 -1.6980 -0.0291
H 0.0202 -1.6805 -2.8153
H 1.8522 -1.5929 -2.4840
H -0.1032 0.9815 -1.8340
H 1.2839 0.5279 -3.2556
N 2.0008 0.9443 -1.1761
O -4.2116 0.8025 0.6272
S -2.6522 0.6772 0.9495
S 4.3143 0.6303 0.3565

=====

Stability summary: most stable entry P, least stable entry Q.

=====

Entry P
Formula: C39H26Br2F7N4O3S2TeTi
Source: the OMol25 dataset
Level of theory: ωB97M-V/def2-TZVPD

Output
charge = +1
LUMO level = -3.3519 eV
HOMO-LUMO gap = 7.257 eV

Positions of all 85 atoms, in Å:
Ti 0.1486 1.5757 -0.3487
Br 4.6212 0.8679 -2.4514
C 3.7346 -0.3485 -1.3229
C 4.3785 -1.5454 -0.9409
C 3.7492 -2.4520 -0.1399
Br 4.6249 -4.0703 0.2909
C 2.4409 -2.2039 0.3524
C 1.6858 -3.0558 1.1853
C 0.4297 -2.6750 1.5717
C -0.0798 -1.4306 1.1595
N 0.6041 -0.6083 0.3975
C 1.8347 -0.9946 -0.0242
C 2.4636 -0.0647 -0.8941
O 1.7589 1.0000 -1.2273
H 5.3775 -1.7416 -1.3049
H 2.1062 -3.9987 1.5087
H -0.1721 -3.3053 2.2116
H -1.0617 -1.0987 1.4743
F -4.4456 0.9147 2.5292
C -3.1188 1.0960 2.5725
C -2.4158 1.2061 1.3854
C -1.0422 1.4127 1.4163
C -0.3823 1.4826 2.6565
C -1.1387 1.3440 3.8166
F -0.5554 1.3870 5.0288
C -2.5058 1.1567 3.8059
C 1.0658 1.7412 2.6250
C 1.8843 1.9572 3.7327
C 3.2226 2.2465 3.5441
C 3.7303 2.3252 2.2575
C 2.8698 2.0951 1.2049
N 1.5770 1.7999 1.3790
H -2.9743 1.1353 0.4630
H -3.0620 1.0599 4.7270
H 1.4748 1.9133 4.7266
H 3.8610 2.4211 4.4000
H 4.7660 2.5640 2.0643
H 3.2095 2.1655 0.1802
F -1.1857 0.8620 -3.8616
Te -2.4322 0.4955 -2.5447
F -3.8468 -0.0482 -1.4554
F -2.9026 2.2557 -2.3161
F -0.2307 2.5110 -1.8596
F -3.6503 0.3955 -3.9222
O -1.2543 0.3206 -1.1670
N 2.0270 3.9816 -1.4636
C 1.3676 4.4619 -0.3896
N 0.3635 3.8637 0.2069
C -0.0899 4.6505 1.2870
C -1.2266 4.4437 2.0648
C -1.5089 5.3180 3.0996
C -0.6883 6.4097 3.3744
C 0.4151 6.6624 2.5813
C 0.6876 5.7840 1.5435
S 1.9389 5.9299 0.3462
H 1.5295 3.3448 -2.0712
H 2.7152 4.5722 -1.8973
H -1.9000 3.6311 1.8478
H -2.3955 5.1530 3.6976
H -0.9283 7.0771 4.1906
H 1.0394 7.5289 2.7531
O -2.1526 -1.4334 -2.9716
S -1.8401 -2.4352 -1.7818
C -2.8617 -3.8056 -2.1704
C -3.8299 -4.1221 -1.2267
C -4.6943 -5.1754 -1.4877
C -4.5815 -5.8762 -2.6785
C -3.6113 -5.5391 -3.6198
C -2.7375 -4.4991 -3.3708
C -0.2143 -2.9854 -2.2343
C 0.1964 -4.2487 -1.8243
C 1.4900 -4.6494 -2.1130
C 2.3463 -3.7959 -2.7994
C 1.9177 -2.5381 -3.1959
C 0.6273 -2.1146 -2.9085
H -3.9115 -3.5472 -0.3126
H -5.4557 -5.4397 -0.7673
H -5.2595 -6.6941 -2.8831
H -3.5418 -6.0903 -4.5473
H -1.9767 -4.2231 -4.0898
H -0.4811 -4.9126 -1.3020
H 1.8304 -5.6291 -1.8060
H 3.3555 -4.1172 -3.0220
H 2.5859 -1.8745 -3.7287
H 0.2913 -1.1327 -3.2160

=====

Entry Q
Formula: C39H26Br2F7N4O3S2TeTi
Source: the OMol25 dataset
Level of theory: ωB97M-V/def2-TZVPD

Output
charge = +1
LUMO level = -4.5969 eV
HOMO-LUMO gap = 5.588 eV

Positions of all 85 atoms, in Å:
Ti 0.8550 -0.5026 -0.7662
Br 1.8262 -4.2584 1.2949
C 2.2810 -2.7749 2.3623
C 2.9403 -2.9959 3.5879
C 3.2684 -1.9410 4.3863
Br 4.1516 -2.2842 6.0224
C 2.9505 -0.6081 4.0117
C 3.2745 0.5431 4.7642
C 2.9176 1.7746 4.2946
C 2.1944 1.8630 3.0863
N 1.8683 0.8194 2.3696
C 2.2667 -0.4005 2.7946
C 1.9525 -1.5110 1.9531
O 1.3351 -1.2751 0.7984
H 3.1838 -4.0066 3.8827
H 3.8057 0.4347 5.6998
H 3.1719 2.6746 4.8370
H 1.8675 2.8245 2.7009
F -3.6438 -3.4847 -1.9963
C -2.2983 -3.3954 -2.0064
C -1.6983 -2.2898 -1.4308
C -0.3170 -2.1698 -1.4505
C 0.4582 -3.1638 -2.0753
C -0.2020 -4.2528 -2.6411
F 0.4867 -5.2185 -3.2763
C -1.5767 -4.3981 -2.6168
C 1.9161 -2.9439 -2.1447
C 2.8702 -3.8956 -2.4849
C 4.2014 -3.5190 -2.5527
C 4.5661 -2.2088 -2.2894
C 3.5785 -1.3213 -1.9086
N 2.2972 -1.6885 -1.8252
H -2.3293 -1.5325 -0.9761
H -2.0546 -5.2571 -3.0647
H 2.5766 -4.9129 -2.6799
H 4.9544 -4.2521 -2.8110
H 5.5920 -1.8777 -2.3533
H 3.7877 -0.2913 -1.6526
F 0.9370 3.2933 0.3440
Te 1.3119 2.5393 -1.4426
F 0.3259 0.3092 -2.4269
F 2.6940 3.8114 -1.3531
F -1.9374 3.8043 -1.1293
F 2.2184 2.2476 -3.1618
O 2.0849 1.0396 -0.6854
N -2.5006 -0.1498 -4.2605
C -1.9210 1.0207 -4.2085
N -2.2223 1.8784 -3.1918
C -1.4693 2.9299 -3.2927
C -1.5763 4.1369 -2.4150
C -0.3775 5.0154 -2.4512
C 0.4033 5.0457 -3.5418
C 0.2728 4.0438 -4.5773
C -0.5913 3.0165 -4.4279
S -0.7710 1.5611 -5.3770
H -3.0914 -0.4238 -3.4904
H -2.2724 -0.8363 -4.9607
H -2.3972 4.7302 -2.8553
H -0.2478 5.7060 -1.6274
H 1.2230 5.7460 -3.6134
H 0.9400 4.0885 -5.4282
O -0.6717 0.6544 0.0120
S -0.9758 1.2217 1.4110
C -2.7195 1.5672 1.3362
C -3.1007 2.8296 1.7600
C -4.4465 3.1760 1.7260
C -5.3789 2.2667 1.2561
C -4.9804 1.0035 0.8276
C -3.6458 0.6450 0.8687
C -1.0511 -0.1528 2.5501
C -0.8822 0.1775 3.8878
C -0.9041 -0.8320 4.8371
C -1.0868 -2.1505 4.4420
C -1.2715 -2.4617 3.1023
C -1.2578 -1.4588 2.1433
H -2.3557 3.5361 2.1057
H -4.7579 4.1573 2.0574
H -6.4263 2.5367 1.2258
H -5.7168 0.2941 0.4733
H -3.3311 -0.3446 0.5651
H -0.7161 1.2065 4.1849
H -0.7637 -0.5895 5.8821
H -1.0798 -2.9400 5.1821
H -1.4146 -3.4891 2.7941
H -1.3769 -1.7091 1.0990

=====

Stability summary: most stable entry P, least stable entry Q.

=====

Entry P
Formula: H21O11
Source: the OMol25 dataset
Level of theory: ωB97M-V/def2-TZVPD

Output
charge = -1
LUMO level = 2.7934 eV
HOMO-LUMO gap = 9.001 eV

Positions of all 32 atoms, in Å:
O 2.8445 -2.1058 3.2031
H 2.3297 -2.0099 3.9305
H 2.5240 -1.7460 2.4114
O 1.1566 -2.5888 0.4672
H 1.0324 -1.8022 0.0232
H 1.2520 -3.2534 -0.1536
O 1.8267 1.3806 -2.2597
H -2.9863 0.4376 -0.4318
H -1.0426 -0.3392 -3.3105
O 0.2253 1.5841 -0.1298
H 0.2188 1.4884 0.9149
H 3.7063 2.2364 1.7941
O -1.5990 4.0116 1.5617
H -4.2497 -2.2043 0.5061
H 0.2022 0.6236 -0.4339
O -0.4276 0.3687 -3.2633
H -0.1261 0.2075 -2.3015
H 1.4843 -0.9091 -1.4323
O 0.7268 -0.7825 -1.1596
H 1.4664 1.0903 -1.3972
O -2.9519 1.1664 0.1205
H 2.6186 1.8423 -1.9969
H -1.9830 1.4088 -0.1967
O -1.5051 -1.9538 -1.6494
H -1.5629 -2.8886 -1.5582
H -0.7033 -1.5999 -1.1897
O -4.3060 -2.1089 1.3642
H -0.8326 3.5140 1.6443
H -3.7450 -1.2522 1.4581
O 3.3203 1.4438 1.6922
H -2.3420 3.7789 0.9554
H 3.4285 0.9618 0.8173

=====

Entry Q
Formula: H21O11
Source: the OMol25 dataset
Level of theory: ωB97M-V/def2-TZVPD

Output
charge = -1
LUMO level = 2.8829 eV
HOMO-LUMO gap = 9.924 eV

Positions of all 32 atoms, in Å:
O -11.4100 -24.7590 3.8510
H -11.9070 -23.9650 3.7270
O -11.5350 -20.8410 3.0600
H -10.9830 -21.5380 3.3100
H -11.8210 -21.1370 2.1940
O -13.1620 -21.0060 5.3390
H -13.0770 -21.7890 4.7560
H -12.5170 -20.3720 4.9550
O -10.2520 -26.2910 5.6300
H -10.7080 -25.8620 4.8980
H -10.9530 -26.4910 6.2330
O -11.8950 -24.3050 1.2580
H -11.6700 -24.4360 2.2120
H -11.9520 -23.3740 1.2080
O -12.3110 -26.9650 2.5880
H -11.8020 -27.5930 3.0380
H -11.8080 -26.1800 2.8170
O -8.9300 -25.6740 3.0230
H -9.8510 -25.3490 2.9530
H -8.7110 -25.2960 2.1560
O -9.6490 -22.7490 3.6060
H -8.7300 -23.0040 3.7010
H -10.2020 -23.4970 3.7580
O -13.6770 -23.1690 3.6360
H -14.1430 -22.7050 2.9490
H -13.6220 -24.0380 3.3070
O -13.5500 -25.9570 5.1140
H -13.7230 -25.3350 5.8180
H -12.7440 -25.7150 4.6790
O -11.8500 -23.3610 6.2880
H -12.6520 -23.7170 6.7050
H -11.8420 -23.8890 5.5270

=====

Stability summary: most stable entry Q, least stable entry P.

=====

Entry P
Formula: H42O21
Source: the OMol25 dataset
Level of theory: ωB97M-V/def2-TZVPD

Output
LUMO level = -0.6570 eV
HOMO-LUMO gap = 9.267 eV

Positions of all 63 atoms, in Å:
O -2.1516 1.2987 -2.3963
H -1.4508 1.6204 -1.7853
H -2.9179 1.1680 -1.8273
O -1.0145 -1.1996 -1.3618
H -1.9714 -1.0845 -1.2017
H -1.0305 -0.5251 -2.0753
O -3.7769 -2.8499 -2.7031
H -3.2994 -3.6357 -2.5894
H -3.0404 -2.2338 -2.9422
O -0.4192 1.5070 4.9386
H 0.0022 1.2372 4.1092
H -1.2662 1.0746 4.9323
O 2.4522 -3.4537 -1.1328
H 3.0020 -2.7413 -1.4516
H 1.5571 -3.2885 -1.4443
O -3.8412 0.8704 1.3984
H -4.3966 1.5949 1.7010
H -4.1381 0.7099 0.4877
O -1.4709 4.4649 -0.9669
H -1.3468 4.6024 -1.9169
H -0.9468 5.2241 -0.6868
O 1.7825 -0.9313 -0.2007
H 1.3470 -1.1190 -1.0384
H 1.9433 0.0144 -0.0560
O 3.2320 -2.1215 1.9260
H 3.3647 -2.1565 0.9747
H 2.6088 -2.8325 2.1151
O -5.1010 -0.0756 -0.9065
H -4.9892 0.1769 -1.8501
H -5.2258 -0.9862 -1.2432
O 0.7299 0.5329 1.3974
H -0.1532 0.1592 1.2957
H 0.6472 1.2669 0.7810
O 2.0211 1.9243 -1.0630
H 1.9896 2.5741 -1.7570
H 2.8600 1.7937 -0.6043
O 4.0925 -0.0607 -0.8371
H 3.6001 -0.7831 -1.2500
H 4.5487 0.2929 -1.6127
O -0.7195 3.5266 2.8152
H -1.6739 3.4145 2.7604
H -0.4189 3.0132 3.5771
O -1.4676 1.5874 0.2768
H -1.2279 2.4337 0.6696
H -2.3153 1.4012 0.7589
O 1.8782 -4.6122 2.1044
H 1.0266 -4.2259 1.7982
H 2.3614 -4.4075 1.2813
O 3.3184 0.4706 2.6800
H 3.4079 -0.4561 2.3688
H 2.4148 0.7145 2.4342
O -0.2575 -2.9377 1.1591
H -0.6418 -2.6271 0.3400
H -0.4230 -2.2431 1.8136
O 2.2350 0.3283 -3.1140
H 1.3799 0.4370 -3.5104
H 2.3388 0.7199 -2.2297
O 0.7581 -1.6356 3.4700
H 0.8447 -1.7036 2.5023
H 1.6844 -1.3840 3.6565
O -0.8625 1.7541 -5.0495
H -1.5197 2.3868 -4.7500
H 0.0465 2.0158 -4.9693

=====

Entry Q
Formula: H42O21
Source: the OMol25 dataset
Level of theory: ωB97M-V/def2-TZVPD

Output
LUMO level = 0.0506 eV
HOMO-LUMO gap = 10.727 eV

Positions of all 63 atoms, in Å:
O -3.1762 1.4047 -0.2570
H -3.0009 1.5675 0.6979
H -4.1133 1.1109 -0.2106
O -0.9691 -0.2107 -0.7578
H -1.0580 -1.1564 -1.0144
H -1.8767 0.2069 -0.5726
O 0.6602 1.1707 -2.1790
H 1.1910 1.8276 -1.6732
H 0.0921 0.5767 -1.6248
O 3.0611 -1.9739 0.2024
H 2.8160 -1.4958 -0.6447
H 3.9223 -1.5770 0.4283
O -1.5504 -2.8746 -0.8246
H -0.6796 -2.8041 -1.2849
H -1.3994 -3.2618 0.0634
O 0.6711 -2.9647 -2.5789
H 0.5370 -3.1718 -3.5056
H 0.9941 -3.7540 -2.1053
O 2.4805 -0.9324 -2.2287
H 1.8756 -0.1540 -2.3026
H 1.9810 -1.7320 -2.4087
O 4.2556 1.5801 -1.8348
H 3.4966 2.1886 -1.6734
H 3.8270 0.8134 -2.2562
O -2.4116 1.9090 2.1894
H -1.7171 2.5298 1.8394
H -3.0498 2.4716 2.6763
O -1.0405 3.9719 1.1137
H -1.0950 4.1699 0.1814
H -0.1435 3.7340 1.4214
O 1.3098 2.2025 2.2817
H 0.9719 1.3186 2.0102
H 1.9804 1.9985 2.9434
O -3.5456 -2.1720 2.2463
H -4.2525 -2.1327 2.8959
H -2.8950 -1.5836 2.6975
O -0.1561 4.4081 -1.4970
H -0.5686 3.5333 -1.8071
H -0.5963 5.0336 -2.0764
O 4.9452 0.0288 0.2768
H 5.8781 0.2267 0.4696
H 4.5602 0.7971 -0.1898
O -3.7427 -1.5792 -0.3509
H -3.3947 -2.3038 0.1453
H -4.0069 -1.9417 -1.2045
O 0.3477 -0.2760 1.6104
H 1.1972 -0.7156 1.6777
H -0.0387 -0.3028 0.6927
O -1.8938 2.5657 -2.3104
H -2.3244 2.1289 -1.5411
H -1.4017 1.8283 -2.7099
O -1.6780 -0.6929 3.4604
H -0.8104 -0.7689 2.9932
H -1.9418 0.2036 3.2551
O 1.8577 -4.5647 0.1473
H 1.1721 -4.6187 0.8448
H 2.1838 -3.6316 0.2294
O -0.8056 -4.1365 1.6309
H -0.3975 -3.5962 2.3223
H -1.7428 -4.1410 1.7931
O 2.0654 3.0811 -0.7747
H 1.3948 3.7051 -1.1533
H 1.7489 2.9276 0.1154

=====

Stability summary: most stable entry Q, least stable entry P.